Entry 1:
{"formula": "C37H32NP2PmS", "method": "wB97M-V/def2-TZVPD", "spin_multiplicity": 5, "homo_ha": [-0.5061, -0.5053], "charge": 2, "elements": ["C", "C", "C", "C", "C", "C", "P", "C", "C", "C", "C", "C", "C", "Pm", "P", "C", "C", "C", "C", "C", "C", "C", "C", "C", "C", "C", "C", "C", "C", "C", "C", "C", "C", "C", "C", "C", "C", "C", "C", "H", "H", "H", "H", "H", "H", "H", "H", "H", "H", "H", "H", "H", "H", "H", "H", "H", "H", "H", "H", "H", "H", "H", "H", "H", "H", "H", "H", "H", "H", "H", "H", "S", "C", "N"], "coordinates": [[0.535972, -1.498048, -4.019195], [-0.501396, -1.752298, -3.092401], [-1.831180, -1.764047, -3.531453], [-2.121591, -1.600908, -4.884384], [-1.095954, -1.360018, -5.804146], [0.226978, -1.312122, -5.374655], [-0.092514, -1.898797, -1.308056], [-1.349482, -3.106071, -0.737621], [-2.416480, -2.696166, 0.093122], [-3.426251, -3.600726, 0.418494], [-3.368731, -4.917650, -0.064107], [-2.283072, -5.344177, -0.844490], [-1.257116, -4.439297, -1.149896], [0.116843, 0.767337, -0.073926], [0.161657, 2.432919, -2.307916], [-1.342768, 2.481363, -3.303808], [-1.213547, 2.853745, -4.662052], [-2.307882, 2.706137, -5.525520], [-3.468906, 2.071255, -5.071893], [-3.591554, 1.654646, -3.731151], [-2.532439, 1.834937, -2.856955], [0.006136, 3.350293, -0.774404], [1.072421, 3.289880, 0.198240], [0.791435, 3.631012, 1.529456], [-0.471387, 4.083203, 1.893821], [-1.486618, 4.190344, 0.934475], [-1.283925, 3.808136, -0.380630], [1.867618, 2.599094, -2.893360], [2.884198, 1.625553, -2.660816], [4.140605, 1.840885, -3.216918], [4.391264, 3.001330, -3.969192], [3.395266, 3.965949, -4.154817], [2.127346, 3.779213, -3.600255], [1.525470, -2.785481, -1.276469], [1.889511, -3.643755, -2.323087], [3.143853, -4.260624, -2.321679], [4.034375, -4.034540, -1.266262], [3.662688, -3.205753, -0.201019], [2.407371, -2.601844, -0.182107], [2.072542, 2.947507, -0.088454], [1.579561, 3.518085, 2.278055], [-0.681682, 4.408847, 2.910022], [-2.475096, 4.564047, 1.243690], [-2.079214, 3.826044, -1.105626], [-0.255609, 3.266818, -5.030800], [-2.277922, 3.099593, -6.554918], [-4.328905, 1.933997, -5.739934], [-4.528789, 1.222033, -3.373867], [-2.599416, 1.496019, -1.812724], [2.683081, 0.750392, -2.019225], [4.934011, 1.099630, -3.069173], [5.381792, 3.141123, -4.399256], [3.588538, 4.863193, -4.739395], [1.344624, 4.548190, -3.635580], [1.199802, -3.858962, -3.142412], [3.421251, -4.928429, -3.139255], [5.008063, -4.520356, -1.249015], [4.344402, -3.046334, 0.634055], [2.066919, -2.006820, 0.672671], [-2.431702, -1.670624, 0.476388], [-4.262317, -3.289397, 1.057075], [-4.172165, -5.615151, 0.186751], [-2.225449, -6.376439, -1.194380], [-0.382402, -4.782400, -1.711464], [-2.627729, -1.917927, -2.796291], [-3.159958, -1.645868, -5.210029], [-1.335348, -1.212558, -6.856475], [1.031536, -1.070603, -6.073937], [1.552617, -1.308119, -3.658299], [0.299403, 0.813866, -3.378602], [0.770398, 0.398704, -3.965092], [0.480580, 0.266978, 2.625346], [-1.014451, 0.398294, 1.961358], [-1.858978, 0.541617, 1.091322]], "forces_ev_per_a": [[-0.766, -0.303, -0.185], [0.639, 0.219, -0.399], [0.276, -0.180, 0.260], [0.048, 0.228, -0.005], [-0.167, -0.226, 0.161], [0.295, -0.118, 0.336], [-0.065, -1.183, -0.416], [-0.219, 0.115, 0.698], [0.393, -0.078, -0.411], [-0.022, -0.242, -0.008], [0.151, 0.199, -0.068], [0.033, 0.468, 0.300], [-0.251, -0.254, -0.139], [0.768, -0.271, -1.292], [0.312, -0.853, 1.124], [-0.044, -0.170, -1.484], [-0.177, 0.266, 0.401], [-0.155, -0.157, -0.067], [-0.170, 0.257, 0.321], [0.125, 0.200, -0.351], [0.908, 0.495, 0.162], [-0.051, 1.091, 0.515], [-1.262, 0.047, -0.426], [0.394, -0.114, -0.097], [-0.304, 0.309, -0.246], [-0.433, 0.192, 0.602], [1.358, -0.490, 0.188], [0.014, 0.649, -0.261], [-0.758, 0.804, -0.143], [-0.016, -0.019, 0.162], [-0.364, -0.051, 0.035], [0.134, -0.069, -0.020], [0.410, -0.352, 0.319], [0.088, 0.067, 0.199], [0.301, -0.148, 0.067], [0.005, 0.052, 0.300], [-0.320, 0.176, 0.035], [-0.078, -0.089, 0.106], [-0.470, 0.054, -0.853], [-0.152, 0.237, -0.045], [-0.256, 0.204, -0.220], [0.137, -0.217, -0.143], [0.564, -0.193, -0.187], [-0.156, 0.139, -0.083], [-0.758, -0.189, 0.219], [0.158, -0.397, 0.616], [0.483, 0.111, 0.246], [0.370, 0.026, -0.157], [-0.140, 0.118, -0.409], [0.108, 0.208, -0.568], [-0.309, 0.377, -0.025], [-0.273, 0.026, 0.056], [0.104, -0.184, 0.176], [0.448, -0.282, -0.323], [0.258, 0.214, 0.243], [-0.097, 0.201, 0.266], [-0.208, 0.132, -0.073], [-0.146, -0.102, -0.215], [0.276, -0.127, -0.154], [-0.194, -0.459, -0.195], [0.412, -0.140, -0.309], [0.314, 0.229, -0.107], [-0.005, 0.341, 0.134], [-0.429, 0.118, 0.132], [0.177, -0.057, -0.370], [0.264, 0.040, 0.011], [0.071, -0.057, 0.249], [-0.291, -0.161, 0.167], [-0.262, -0.592, -0.255], [1.627, -1.668, -2.308], [-1.710, 1.998, 1.878], [-0.721, -0.163, 0.355], [-2.563, 0.085, -1.040], [2.340, -0.336, 3.016]]}


Entry 2:
{"formula": "C2H5NOS", "method": "wB97M-V/def2-TZVPD", "de_lowest_ev": 4.567, "homo_ha": -0.2957, "charge": 0, "elements": ["C", "C", "N", "O", "S", "H", "H", "H", "H", "H"], "coordinates": [[-0.671586, -1.118333, -0.014447], [1.695374, 0.036005, -0.051208], [-2.152758, 0.930737, -0.037957], [-1.167907, -2.169239, -0.024337], [-0.310716, 0.430320, 0.016192], [1.980401, 0.387268, -1.029279], [2.028738, -1.033670, 0.043338], [1.998719, 0.635337, 0.873637], [-2.717814, 0.868581, -0.847901], [-2.732132, 0.942010, 0.765243]], "forces_ev_per_a": [[-1.433, -2.230, -0.030], [-0.385, -1.708, 1.765], [0.819, -0.244, 0.187], [1.313, 1.459, -0.018], [0.667, 2.075, -0.274], [0.251, 0.524, -0.005], [-0.097, 1.031, 0.079], [-0.055, -0.722, -1.653], [-0.520, -0.140, -1.055], [-0.562, -0.046, 1.004]]}


Entry 3:
{"formula": "C11H15OP", "method": "wB97M-V/def2-TZVPD", "de_lowest_ev": 2.079, "spin_multiplicity": 3, "homo_ha": [-0.1939, -0.3415], "charge": 0, "elements": ["C", "C", "C", "C", "C", "C", "C", "C", "C", "C", "C", "O", "P", "H", "H", "H", "H", "H", "H", "H", "H", "H", "H", "H", "H", "H", "H", "H"], "coordinates": [[4.873298, 0.631889, 0.450113], [4.164850, -0.302422, 1.159692], [4.346567, 1.055695, -0.821809], [2.958385, -0.828291, 0.690419], [3.086337, 0.568014, -1.240961], [2.357606, -0.318274, -0.483289], [-0.408841, 0.033366, 0.520659], [-2.044050, 0.552091, -1.202727], [-2.756525, 0.819649, 1.061950], [-2.284865, -1.531789, 0.484563], [-1.899861, -0.022773, 0.150389], [0.166230, 0.764823, 1.290307], [0.772844, -0.921715, -1.035095], [5.866149, 1.007447, 0.867678], [4.705853, -0.570335, 1.981640], [4.814502, 1.661283, -1.667330], [2.560149, -1.579870, 1.279650], [2.754985, 0.944148, -2.102140], [-3.118903, 0.602238, -1.537341], [-1.625934, -0.094776, -2.090254], [-1.543378, 1.454333, -1.145485], [-3.767331, 0.939331, 0.651521], [-2.890584, 0.353893, 1.990053], [-2.350833, 1.802295, 1.138586], [-1.747081, -1.805396, 1.447587], [-3.412375, -1.631688, 0.703694], [-1.848292, -2.119774, -0.300374], [0.567859, -2.194880, -0.391285]], "forces_ev_per_a": [[0.888, 1.876, -2.276], [-0.929, 0.703, -2.245], [-0.169, -0.381, -0.447], [1.367, 1.767, -0.525], [2.652, -0.038, 3.335], [0.462, -1.961, 1.457], [-0.447, -1.797, 0.691], [-1.815, -3.551, -3.677], [-0.369, 0.651, -0.834], [-0.398, 1.246, 1.046], [-0.360, -1.656, 1.115], [0.644, 1.203, 0.049], [-0.619, 0.577, -0.179], [-1.501, -0.488, -0.851], [0.466, -1.425, 2.558], [-0.026, -0.522, 1.955], [-1.282, -1.358, 0.787], [-1.558, 1.172, -3.427], [0.818, 0.540, 0.650], [-0.243, 1.195, 1.872], [0.624, 2.166, -0.582], [0.225, -0.202, -0.195], [0.136, -0.385, 1.647], [0.294, 0.822, 0.436], [-0.701, 0.383, -1.128], [1.686, -0.132, -0.918], [-0.460, -0.868, -0.374], [0.615, 0.462, 0.062]]}


Entry 4:
{"formula": "C4H7NO", "method": "wB97M-V/def2-TZVPD", "de_lowest_ev": 1.578, "homo_ha": -0.3941, "charge": 0, "smiles": "CCOCC#N", "elements": ["C", "C", "O", "C", "C", "N", "H", "H", "H", "H", "H", "H", "H"], "coordinates": [[-1.638244, -0.821102, -0.169032], [-0.725875, 0.288271, -0.645860], [0.040946, 0.763134, 0.462663], [1.408668, 0.886795, 0.216360], [2.063996, -0.435004, 0.034412], [2.545745, -1.475833, -0.117345], [-2.280464, -0.476463, 0.647557], [-2.275305, -1.163615, -0.990576], [-1.036435, -1.663432, 0.189098], [-1.296034, 1.130599, -1.062871], [-0.060791, -0.096766, -1.431111], [1.852870, 1.381930, 1.085925], [1.626309, 1.501296, -0.670873]], "forces_ev_per_a": [[-0.043, -0.076, 0.028], [-0.088, -0.084, -0.173], [0.021, 0.046, 0.034], [0.182, 0.089, 0.018], [0.408, -0.877, -0.141], [-0.484, 1.060, 0.149], [0.113, -0.025, -0.124], [0.075, 0.019, 0.106], [-0.151, 0.119, -0.052], [0.122, -0.134, 0.081], [-0.068, 0.097, 0.102], [-0.045, -0.119, -0.150], [-0.042, -0.115, 0.123]]}


Entry 5:
{"formula": "C3H6N4S", "method": "wB97M-V/def2-TZVPD", "de_lowest_ev": 1.997, "homo_ha": -0.3191, "charge": 0, "smiles": "[H]/N=C\\N/C=N\\C=N/S", "elements": ["C", "C", "C", "H", "H", "H", "H", "H", "H", "N", "N", "N", "N", "S"], "coordinates": [[1.043092, 0.500131, 1.230794], [-0.398517, 1.203768, -0.511125], [-1.223793, -1.167196, -0.229898], [1.828292, 0.286686, -1.333352], [0.863828, 0.639196, 2.297863], [-0.712163, 2.037818, -1.133845], [-1.469835, 0.097607, -1.825224], [-1.398509, -1.994330, -0.887644], [-1.028355, -0.554588, 1.572450], [1.909880, -0.384256, 0.950496], [0.437447, 1.435694, 0.408668], [-1.037233, 0.031685, -0.919202], [-1.213314, -1.411160, 1.017202], [2.399177, -0.721056, -0.637178]], "forces_ev_per_a": [[0.291, -0.131, 0.446], [-0.588, -0.388, -0.364], [0.174, -0.293, 0.962], [0.037, -0.055, 0.031], [-0.120, 0.070, -0.074], [0.104, 0.105, -0.024], [-0.025, -0.090, -0.023], [-0.224, -0.381, -0.470], [-0.214, -0.636, -0.326], [-0.004, -0.023, -0.492], [-0.054, -0.086, -0.089], [0.512, 0.742, 0.489], [0.210, 1.071, -0.286], [-0.097, 0.095, 0.221]]}